Record 1
{"formula": "C15H23F9NO3P2Zn", "method": "ωB97M-V/def2-TZVPD", "spin_multiplicity": 1, "charge": 1, "e_tot_ha": -4226.38756, "lumo_ev": [-5.3, -5.8], "elements": ["Zn", "P", "C", "C", "N", "C", "C", "C", "C", "C", "P", "H", "H", "H", "H", "H", "H", "H", "H", "O", "H", "H", "O", "H", "C", "H", "H", "H", "C", "H", "H", "H", "C", "H", "H", "H", "C", "H", "H", "H", "F", "C", "F", "F", "C", "O", "C", "F", "F", "F", "C", "F", "F", "F"], "xyz": [[0.089, -0.272, 0.412], [-2.131, -0.022, -0.397], [-2.201, 0.552, -2.132], [-0.832, 1.109, -2.478], [0.211, 0.950, -1.634], [1.438, 1.346, -2.016], [1.606, 2.070, -3.193], [0.523, 2.328, -4.028], [-0.719, 1.820, -3.671], [2.644, 1.011, -1.166], [2.408, -0.539, -0.210], [-1.612, 1.952, -4.288], [2.583, 2.478, -3.397], [0.622, 2.928, -4.923], [3.519, 0.837, -1.802], [2.864, 1.832, -0.469], [-2.466, -0.197, -2.864], [-2.933, 1.383, -2.140], [-0.841, -2.092, -3.843], [-1.777, -2.163, -4.099], [-2.233, -2.830, -3.523], [-0.389, -1.702, -0.444], [0.322, -2.911, -1.468], [0.381, -3.654, -0.813], [2.697, -1.894, -1.278], [3.007, -1.580, -2.284], [3.313, -2.738, -0.903], [1.312, -2.409, -1.519], [3.603, -0.512, 1.144], [3.558, -1.516, 1.612], [4.598, -0.351, 0.680], [3.368, 0.266, 1.899], [-2.740, 1.549, 0.393], [-3.751, 1.739, -0.007], [-2.785, 1.512, 1.495], [-2.058, 2.366, 0.103], [-3.540, -1.152, -0.146], [-3.684, -1.337, 0.937], [-4.448, -0.693, -0.583], [-3.282, -2.095, -0.661], [-1.495, 2.164, 3.839], [-1.362, 0.818, 3.968], [-1.617, 0.512, 5.267], [-2.383, 0.282, 3.239], [0.016, 0.285, 3.389], [0.115, 0.599, 2.065], [1.211, 0.995, 4.166], [1.138, 0.953, 5.526], [2.395, 0.400, 3.841], [1.337, 2.292, 3.808], [0.083, -1.279, 3.614], [0.129, -1.625, 4.921], [-0.982, -1.928, 3.052], [1.169, -1.835, 3.008]]}

***

Record 2
{"formula": "C14H15KN3OS2", "method": "ωB97M-V/def2-TZVPD", "spin_multiplicity": 1, "charge": 1, "e_tot_ha": -2178.15728, "lumo_ev": -2.6, "elements": ["K", "N", "C", "C", "C", "C", "C", "C", "N", "C", "C", "C", "S", "C", "N", "H", "H", "H", "H", "H", "H", "H", "O", "S", "C", "C", "C", "C", "H", "H", "H", "H", "H", "H", "H", "H"], "xyz": [[-0.104, 0.791, 0.743], [1.053, -2.697, 3.507], [0.785, -1.716, 4.428], [0.961, -1.630, 5.801], [0.601, -0.441, 6.404], [0.079, 0.629, 5.668], [-0.109, 0.543, 4.307], [0.245, -0.646, 3.677], [0.193, -0.999, 2.358], [0.684, -2.215, 2.285], [0.866, -2.934, 1.049], [1.472, -4.158, 0.892], [1.501, -4.617, -0.753], [0.699, -3.131, -1.127], [0.441, -2.375, -0.121], [1.428, -3.611, 3.703], [1.367, -2.457, 6.364], [0.731, -0.335, 7.468], [-0.177, 1.539, 6.190], [-0.513, 1.371, 3.736], [1.896, -4.800, 1.638], [0.446, -2.887, -2.140], [1.998, 1.317, 0.519], [2.833, 0.981, -0.657], [4.514, 1.668, -0.329], [5.430, 0.517, 0.060], [4.907, -0.715, -0.672], [3.422, -0.740, -0.380], [4.394, 2.414, 0.453], [4.841, 2.150, -1.248], [5.381, 0.346, 1.138], [6.465, 0.727, -0.207], [5.401, -1.628, -0.336], [5.069, -0.611, -1.748], [3.203, -0.962, 0.665], [2.862, -1.406, -1.030]]}